1.
DFT (ωB97M-V/def2-TZVPD) results for a single C4H4N4O molecule.

The geometry in XYZ format:
```
13
Properties=species:S:1:pos:R:3:forces:R:3
C 0.9818 -0.1446 0.8875 -1.6 -0.7 1.3
C 2.1218 0.1227 0.0329 1.5 0.7 -0.8
C -0.8079 0.2883 -0.8476 0.4 0.5 0.5
C -1.3635 1.4881 -0.1827 -0.7 1.7 1.1
H 1.1475 -1.0015 1.5750 0.4 0.6 -0.3
H 0.6075 0.7141 1.4917 1.0 -0.2 -0.4
H -1.6453 -0.2515 -1.2971 0.5 -0.1 -0.3
H -0.0118 0.6463 -1.5302 -0.7 -0.4 -0.2
N -0.5852 -1.8490 0.3497 -0.8 -0.3 -0.8
N -0.1655 -0.5882 0.1329 -1.0 -0.5 -0.8
N 3.0197 0.3684 -0.6569 -1.2 -0.4 0.8
N -1.7624 2.4381 0.3639 0.8 -1.9 -1.1
O -1.5367 -2.2310 -0.3190 1.3 0.8 0.9
```
Forces are in eV/Å.

Calculated values
Energy relative to the best compared isomer or geometry (same formula, charge and spin) = 75.59 kcal/mol
Kohn-Sham gap = 10.504 eV
HOMO level = -10.488 eV
SMILES = N#CCN(CC#N)N=O

2.
DFT (ωB97M-V/def2-TZVPD) results for 2 unconnected molecules or ions with the total composition C5H10FNSi.

The geometry in XYZ format:
```
18
Properties=species:S:1:pos:R:3:forces:R:3
C 0.3141 2.5949 -1.7317 0.6 0.9 -1.6
C -1.0632 -0.1277 -1.8406 -0.8 0.3 0.5
C 1.4485 -1.5674 2.2216 0.0 -2.9 1.7
C 0.4780 1.6010 -0.6752 -4.1 1.1 2.2
C -0.8356 0.7820 -0.6546 0.6 0.7 -2.6
N 0.2266 3.2890 -2.6616 -0.1 -0.9 1.5
F -0.9028 -2.6787 1.0864 0.2 0.8 0.5
Si -0.3163 -1.2533 1.6960 1.1 -1.5 -1.7
H -1.8157 0.4534 -2.5211 1.3 -1.5 0.9
H -1.5000 -1.0910 -1.4282 0.3 0.9 -1.0
H -0.1036 -0.3175 -2.3542 -0.6 -0.1 0.0
H 1.5941 -1.2188 3.2885 0.4 0.2 -1.4
H 1.5205 -2.7568 2.3933 -0.2 2.4 -0.6
H 2.2128 -1.3340 1.4582 -0.3 0.2 0.8
H 0.4343 2.0794 0.3423 0.9 -0.1 -1.0
H 1.2587 0.9446 -0.8158 2.1 -1.0 -0.3
H -1.7266 1.3384 -0.4471 -0.3 0.3 0.9
H -1.2237 -0.7374 2.6438 -0.9 0.3 1.3
```
Forces are in eV/Å.

Calculated values
2S+1 = 3
Energy relative to the best compared isomer or geometry (same formula, charge and spin) = 4.75 kcal/mol
Kohn-Sham gap (spin up / spin down) = 7.516 / 9.866 eV
Expectation value of S² = 2.005
HOMO level (spin up / spin down) = -6.807 / -11.396 eV

3.
DFT (ωB97M-V/def2-TZVPD) results for a gas-phase ion, C5H8NO4 (charge -1).

The geometry in XYZ format:
```
18
Properties=species:S:1:pos:R:3:forces:R:3
C 0.1751 -0.5062 -0.5944 -2.1 -3.9 -0.2
C 1.3596 0.1373 -0.1466 -0.2 -2.4 -0.9
C -1.7583 0.9187 -0.6627 -2.1 0.5 -0.1
C 3.5253 -0.8118 -0.6247 -2.0 1.2 -2.4
C -3.7413 0.1115 0.4723 -1.1 1.4 -0.2
N 1.5712 1.3941 -0.0825 -0.3 2.1 0.8
O 2.6529 1.8326 0.4699 0.2 -0.2 -0.4
O -1.1569 -0.2764 -0.6895 2.2 2.2 0.4
O 2.3066 -0.8955 0.0904 -0.1 0.0 1.1
O -3.2034 0.7756 -0.6737 2.1 -0.7 0.5
H 0.2227 -1.6626 -0.6550 0.4 2.2 0.0
H -1.4089 1.9169 -0.3246 0.4 -1.4 -0.1
H 3.4726 -1.5127 -1.5172 0.3 0.5 1.0
H 4.3809 -0.9655 -0.0243 0.8 -0.4 0.8
H 3.5336 0.2193 -1.0160 0.7 -0.4 0.0
H -4.2511 0.8549 1.1007 0.3 0.1 0.2
H -3.1218 -0.5077 1.0781 1.2 -0.2 0.2
H -4.5317 -0.5258 0.1593 -0.8 -0.7 -0.7
```
Forces are in eV/Å.

Calculated values
Charge = -1
Energy relative to the best compared isomer or geometry (same formula, charge and spin) = 171.34 kcal/mol
Kohn-Sham gap (spin up / spin down) = 5.542 / 5.540 eV
HOMO level (spin up / spin down) = -1.927 / -1.926 eV

4.
DFT (ωB97M-V/def2-TZVPD) results for a molecular structure, C27H26BrCl3N6O2RbSi.

The geometry in XYZ format:
```
67
Properties=species:S:1:pos:R:3:forces:R:3
Rb 1.1006 -0.3548 -0.6506 -1.0 0.0 0.9
C 0.6821 2.0236 2.8592 0.1 0.2 0.2
C 1.9792 1.7385 3.6238 -0.2 -0.1 -0.2
C 3.0765 1.1306 2.7971 0.1 0.3 0.1
C 4.1140 1.9231 2.3208 0.1 -0.1 -0.1
C 5.1511 1.3271 1.6275 0.0 -0.1 0.2
C 5.1143 -0.0416 1.4238 0.0 0.1 0.1
C 4.0189 -0.7408 1.9053 0.4 -0.1 0.0
N 3.0345 -0.1807 2.5925 -0.4 -0.1 0.1
N -0.0769 0.8869 2.3437 0.0 -0.1 0.0
C -1.3678 1.4302 1.9270 0.0 0.1 0.0
C -2.2870 0.4905 1.1998 -0.5 0.2 0.2
C -3.3681 -0.0896 1.8567 0.0 0.1 -0.2
C -4.1975 -0.9516 1.1615 0.0 0.1 -0.1
C -3.9442 -1.1709 -0.1807 0.0 0.1 0.0
C -2.8866 -0.4881 -0.7625 -0.3 -0.2 -0.2
N -2.0811 0.3218 -0.0996 0.5 0.2 -0.1
C -0.1778 -0.1975 3.3087 0.2 0.1 0.0
C -0.8861 -1.4162 2.7810 -0.2 -0.3 0.5
C -1.8014 -2.1084 3.5713 0.2 -0.1 0.0
C -2.4448 -3.2121 3.0398 0.1 0.0 0.0
C -2.1548 -3.5897 1.7401 0.0 0.0 0.2
C -1.1876 -2.8719 1.0481 -0.3 -0.4 -0.1
N -0.5668 -1.8249 1.5612 0.4 0.4 -0.1
H 0.9187 2.6576 2.0014 -0.1 0.1 0.0
H 0.0423 2.6097 3.5500 0.0 0.0 -0.1
H 1.7858 1.0922 4.4801 0.0 0.0 0.1
H 2.3242 2.7014 4.0095 0.0 0.0 0.0
H 4.1078 2.9877 2.5030 0.0 0.1 0.0
H 5.9712 1.9216 1.2564 0.1 0.0 -0.1
H 5.8887 -0.5417 0.8662 0.0 -0.1 0.0
H 3.9436 -1.8115 1.7604 0.0 -0.1 -0.1
H -1.1392 2.2478 1.2397 -0.1 0.0 0.1
H -1.9112 1.8412 2.8035 0.1 0.0 -0.1
H -3.5446 0.1259 2.9010 0.1 0.0 0.1
H -5.0279 -1.4302 1.6617 0.0 -0.1 0.0
H -4.5389 -1.8466 -0.7741 0.0 -0.1 -0.1
H -2.6982 -0.6000 -1.8179 0.0 -0.1 -0.1
H -0.6663 0.1295 4.2503 0.1 0.0 -0.1
H 0.8476 -0.5156 3.5261 -0.1 0.1 0.1
H -2.0139 -1.7832 4.5803 0.0 0.1 0.0
H -3.1688 -3.7578 3.6306 0.0 0.0 0.0
H -2.6571 -4.4259 1.2805 0.0 -0.1 -0.1
H -0.9093 -3.1276 0.0352 0.0 0.0 -0.2
Cl 3.5020 1.1254 -1.2353 0.5 1.1 -0.1
Si 3.9805 -0.8413 -1.9963 0.6 -0.4 -0.2
Cl 6.1497 -0.5774 -1.8829 0.1 -0.1 -0.1
Cl 3.7159 -0.3340 -4.0675 -0.1 -0.1 -0.3
C -1.0058 3.5792 -2.9757 -0.3 0.1 -0.6
C -0.3224 3.2367 -1.7646 0.1 0.1 0.3
N 0.1940 2.9873 -0.7755 0.4 -0.2 0.6
H -2.0788 3.4700 -2.8205 0.0 0.0 0.0
H -0.6986 2.9082 -3.7838 -0.1 0.0 0.0
H -0.7831 4.6090 -3.2496 0.0 0.0 0.0
Br -0.1247 -1.2730 -8.1886 0.0 0.0 0.2
C -0.4084 -0.7193 -6.3873 0.1 -0.1 -0.1
C -0.4342 0.6341 -6.0965 0.0 0.0 -0.3
N -0.6293 1.0853 -4.8701 0.0 0.2 0.1
C -0.7791 0.1973 -3.8950 0.0 -0.3 0.0
C -0.7754 -1.1776 -4.0927 -0.2 -0.3 0.4
C -0.5851 -1.6510 -5.3834 0.0 0.1 0.0
C -1.0838 -2.1376 -2.9093 -0.1 0.4 -1.2
O -2.0959 -2.8239 -3.0593 -0.4 -0.4 0.0
O -0.3052 -2.0591 -1.9511 0.3 -0.2 0.6
H -0.3147 1.3719 -6.8776 0.1 0.0 -0.1
H -0.9331 0.5981 -2.8989 0.0 0.0 0.1
H -0.5786 -2.7132 -5.5812 -0.1 0.0 0.0
```
Forces are in eV/Å.

Calculated values
Charge = -1
Kohn-Sham gap = 6.776 eV
HOMO level = -4.787 eV